DFT (ωB97M-V/def2-TZVPD) results for a structure of composition C30H49BO2P2Sn.

The geometry in ORCA input format:
```
! RIJCOSX wB97M-V def2-TZVPD def2/J DEFGRID3
* xyz 2 1
Sn 2.11 -0.01 -0.30
C -0.11 2.27 1.97
C 1.02 2.72 1.22
C -0.84 2.92 -0.11
C -1.26 2.43 1.16
C 0.58 3.10 -0.08
C -0.07 1.77 3.35
H 0.88 1.27 3.57
H -0.87 1.05 3.54
H -0.18 2.58 4.09
C -2.66 2.15 1.53
H -2.72 1.77 2.57
H -3.10 1.39 0.87
H -3.29 3.05 1.46
C -1.74 3.20 -1.24
H -2.46 4.01 -1.01
H -2.34 2.31 -1.48
H -1.19 3.48 -2.14
C 1.42 3.60 -1.18
H 1.73 4.64 -0.99
H 0.87 3.59 -2.13
H 2.34 3.02 -1.31
C 2.38 2.82 1.79
H 2.40 3.57 2.61
H 3.14 3.14 1.05
H 2.72 1.88 2.25
C 2.70 -2.13 0.41
C 3.07 -1.22 1.45
C 4.46 -0.71 1.71
C 5.07 0.32 0.69
C 4.33 0.54 -0.61
C 4.04 -0.51 -1.53
C 4.54 -1.93 -1.38
C 3.73 -2.84 -0.43
H 5.14 -1.56 1.85
H 6.13 0.05 0.53
H 4.43 -0.20 2.70
H 4.41 -3.40 0.23
H 1.72 -2.60 0.49
H 2.39 -1.17 2.31
H 3.22 -3.62 -1.03
H 4.55 -2.41 -2.37
H 3.69 -0.26 -2.53
H 5.59 -1.96 -1.08
H 5.11 1.29 1.21
H 4.29 1.59 -0.95
P -0.90 -2.28 1.93
C -2.51 -1.79 2.64
H -2.97 -2.60 3.22
H -3.16 -1.52 1.80
H -2.38 -0.89 3.27
C -1.34 -3.94 1.29
H -1.85 -4.55 2.04
H -0.43 -4.45 0.94
H -1.99 -3.81 0.41
C 0.09 -2.68 3.42
H 1.09 -3.00 3.11
H -0.37 -3.48 4.03
H 0.21 -1.77 4.02
P -0.49 -1.19 -3.31
C 0.38 0.41 -3.56
H 0.95 0.34 -4.49
H 1.06 0.64 -2.72
H -0.35 1.23 -3.62
C 0.67 -2.58 -3.14
H 1.61 -2.28 -2.67
H 0.87 -2.98 -4.15
H 0.22 -3.38 -2.53
C -1.52 -1.41 -4.81
H -0.86 -1.59 -5.67
H -2.13 -0.51 -4.98
H -2.21 -2.26 -4.68
O -2.57 0.12 -1.74
B -1.79 -1.06 -1.88
O -2.45 -2.16 -1.28
C -3.76 -1.73 -1.18
C -4.89 -2.51 -1.06
C -6.11 -1.86 -1.28
C -6.18 -0.49 -1.50
C -5.02 0.31 -1.52
C -3.82 -0.36 -1.44
H -4.80 -3.57 -0.84
H -7.03 -2.45 -1.26
H -7.15 -0.01 -1.66
H -5.05 1.40 -1.60
*
```

For the HOMO-LUMO gap (spin up / spin down), the calculation gives 4.0 / 4.4 eV. The HOMO energy (spin up / spin down) is -11.6965 / -11.8535 eV.